Record 1
{"formula": "C26H33NO4", "method": "the ωB97M-V functional and the def2-TZVPD basis", "species": ["C", "C", "O", "C", "C", "C", "C", "C", "C", "C", "C", "C", "C", "C", "C", "O", "N", "C", "C", "C", "C", "O", "C", "C", "C", "C", "C", "C", "C", "C", "O", "H", "H", "H", "H", "H", "H", "H", "H", "H", "H", "H", "H", "H", "H", "H", "H", "H", "H", "H", "H", "H", "H", "H", "H", "H", "H", "H", "H", "H", "H", "H", "H", "H"], "positions_angstrom": [[-4.895480, -0.612691, 1.279460], [-4.496918, -2.085314, 1.273883], [-3.943959, -2.508360, 0.043045], [-2.668142, -2.115174, -0.291165], [-1.796004, -1.410000, 0.513688], [-0.530326, -1.055312, 0.054789], [0.311678, -0.168292, 0.949377], [1.793829, -0.292016, 0.738359], [2.391659, 0.415784, -0.247132], [3.861397, 0.292684, -0.524317], [4.450792, -1.027159, -0.007139], [5.976752, -0.967932, -0.110722], [3.935191, -2.203307, -0.839396], [4.035473, -1.200008, 1.452397], [2.531044, -1.170048, 1.639353], [1.987757, -1.814421, 2.514666], [1.663781, 1.363228, -0.954829], [2.110764, 1.827257, -2.247055], [0.554978, 1.924283, -0.344175], [-0.069111, 1.265813, 0.661414], [-1.161940, 1.845029, 1.425310], [-1.774751, 1.225230, 2.275697], [-1.500711, 3.287416, 1.108131], [-1.320163, 3.607239, -0.374541], [-1.612695, 5.087875, -0.626771], [-2.270644, 2.752439, -1.216802], [0.136485, 3.306334, -0.752553], [-0.141400, -1.433520, -1.218015], [-0.998526, -2.162966, -2.027050], [-2.261627, -2.502186, -1.580213], [-3.108737, -3.203430, -2.384167], [-5.456462, -0.396788, 2.184374], [-5.519432, -0.394050, 0.415481], [-4.021088, 0.031939, 1.253139], [-5.385984, -2.712633, 1.391297], [-3.807152, -2.302633, 2.097268], [-2.078861, -1.103997, 1.507190], [0.075478, -0.407982, 1.990381], [4.366532, 1.130615, -0.028810], [4.079940, 0.374958, -1.589029], [6.375044, -0.144028, 0.477904], [6.286139, -0.832081, -1.145130], [6.415730, -1.891921, 0.256845], [4.209090, -2.083076, -1.886077], [4.368629, -3.133365, -0.480229], [2.853919, -2.287249, -0.767875], [4.448357, -0.382906, 2.052706], [4.417425, -2.135982, 1.862713], [2.632380, 1.024858, -2.764897], [2.775479, 2.693767, -2.174305], [1.249812, 2.089032, -2.859728], [-0.834454, 3.917795, 1.705402], [-2.523411, 3.484328, 1.433941], [-0.959030, 5.720243, -0.029557], [-1.464810, 5.334878, -1.676093], [-2.642127, 5.318816, -0.364902], [-2.064503, 1.692635, -1.084956], [-2.169124, 2.995418, -2.272741], [-3.300961, 2.937861, -0.923209], [0.795005, 4.023841, -0.248402], [0.255364, 3.461370, -1.824349], [0.835346, -1.172066, -1.594723], [-0.702275, -2.471965, -3.016992], [-3.925175, -3.344463, -1.885092]], "atomic_forces_ev_per_a": [[0.21, -0.32, -0.15], [-0.34, 0.22, 0.37], [0.48, -0.06, -0.47], [-0.09, -0.10, -0.23], [-0.19, -0.13, 0.01], [0.07, -0.13, 0.06], [0.03, 0.17, -0.07], [-0.56, 0.34, -0.20], [0.09, -0.40, 0.44], [0.09, -0.19, 0.04], [0.16, 0.07, -0.03], [-0.30, 0.03, 0.04], [0.01, 0.14, 0.12], [-0.05, -0.14, 0.00], [0.58, -0.10, 0.07], [-0.04, 0.04, -0.08], [-0.05, -0.09, 0.22], [0.14, 0.17, -0.34], [-0.46, 0.08, 0.48], [0.54, -0.41, -0.06], [-0.18, 0.59, -0.06], [0.02, -0.06, 0.02], [-0.12, -0.09, -0.01], [0.03, 0.17, -0.05], [0.11, -0.28, 0.07], [0.13, 0.05, 0.12], [-0.22, 0.03, 0.00], [0.01, -0.01, 0.11], [-0.34, -0.11, -0.04], [-0.05, 0.11, 0.20], [-0.04, -0.02, 0.04], [-0.06, 0.06, 0.11], [-0.09, 0.02, -0.05], [0.03, 0.11, 0.03], [0.17, 0.07, 0.07], [-0.05, -0.05, -0.08], [-0.07, 0.04, 0.12], [0.07, 0.06, -0.16], [0.04, 0.05, -0.06], [0.02, 0.04, 0.00], [0.07, 0.10, 0.07], [0.06, 0.01, -0.13], [0.08, -0.12, 0.04], [0.02, 0.00, -0.13], [0.06, -0.13, 0.03], [-0.12, -0.09, -0.07], [0.04, 0.04, 0.04], [-0.02, 0.00, 0.03], [-0.05, 0.07, 0.01], [-0.01, -0.02, -0.08], [0.09, -0.03, 0.02], [0.03, 0.06, 0.03], [0.01, -0.02, 0.03], [0.08, 0.10, 0.07], [0.01, 0.05, -0.14], [-0.13, 0.05, 0.02], [-0.06, -0.14, -0.06], [0.00, 0.02, -0.14], [-0.15, 0.02, 0.02], [0.05, 0.04, -0.06], [0.04, 0.03, -0.01], [0.12, 0.01, -0.01], [0.02, -0.05, -0.14], [0.03, 0.01, -0.02]], "homo_lumo_gap_ev": 8.1, "de_lowest_kj_mol": 67.7, "smiles": "CCOc1cc(C2C3=C(CC(C)(C)CC3=O)N(C)C3=C2C(=O)CC(C)(C)C3)ccc1O", "homo_ev": -7.75, "molar_mass_g_mol": 423.55}

***

Record 2
{"formula": "C6H9NS", "method": "the ωB97M-V functional and the def2-TZVPD basis", "species": ["C", "C", "C", "N", "C", "C", "S", "C", "H", "H", "H", "H", "H", "H", "H", "H", "H"], "positions_angstrom": [[-2.202568, 1.623381, -0.225704], [-2.062142, 0.443333, 0.020407], [-1.596808, -0.920525, 0.189963], [-0.147508, -0.961531, 0.490686], [0.402651, 0.267284, 1.093543], [1.353229, 0.514064, -0.052988], [3.180816, 0.417278, 0.142558], [0.730904, -0.763862, -0.687038], [-2.691717, 2.536344, -0.466576], [-2.019223, -1.522340, 1.006159], [-1.847527, -1.564638, -0.694437], [0.982088, -0.120973, 1.991075], [-0.222827, 1.056890, 1.422047], [1.058907, 1.456977, -0.637152], [3.398591, -0.217020, -1.088159], [0.240083, -0.706472, -1.635253], [1.443053, -1.538185, -0.869126]], "atomic_forces_ev_per_a": [[-0.80, -1.43, 0.21], [-0.32, 1.16, -0.65], [0.47, -1.66, 0.25], [-0.53, 0.32, -1.32], [2.65, -2.05, 2.80], [-0.47, 1.11, -2.50], [-0.43, -0.44, -0.90], [0.29, 0.34, 0.35], [0.37, 0.30, 0.04], [-0.63, 0.82, 0.04], [0.49, 0.78, 0.43], [-0.56, 0.87, -0.64], [-0.77, 0.60, -0.04], [0.62, -1.30, 0.82], [-0.24, 0.68, 1.24], [-0.75, 0.74, -0.63], [0.64, -0.84, 0.49]], "homo_lumo_gap_ev": 9.7, "de_lowest_kj_mol": 377.7, "smiles": "C#CCN1CC(S)C1", "homo_ev": -8.77, "molar_mass_g_mol": 127.21}

***

Record 3
{"formula": "C5H7N3", "method": "the ωB97M-V functional and the def2-TZVPD basis", "species": ["C", "C", "N", "N", "N", "C", "C", "C", "H", "H", "H", "H", "H", "H", "H"], "positions_angstrom": [[-0.857511, 0.339113, -2.112973], [-0.368234, -0.065342, -0.753556], [-1.067280, 0.625417, 0.292160], [-0.382916, 0.962196, 1.479195], [0.578677, -0.234299, 2.050911], [1.311895, -0.704909, 1.067477], [1.991718, -1.273335, 0.130964], [0.840532, -0.514790, -0.349861], [-0.154784, 0.758083, -2.692661], [-1.559344, 1.149215, -1.892257], [-1.190537, -0.508735, -2.620138], [-2.041739, 0.333273, 0.431347], [-1.029116, 0.991367, 2.246702], [1.058542, 0.097668, 2.898418], [2.870095, -1.954922, -0.175727]], "atomic_forces_ev_per_a": [[-1.59, -0.36, 2.97], [2.45, 0.68, 0.78], [-0.72, 0.47, 1.73], [1.41, -0.47, -0.87], [-0.58, 0.41, 0.97], [-2.14, 1.26, -0.26], [2.02, -1.20, -2.71], [0.26, -1.60, 0.57], [2.95, 1.51, -1.93], [-0.52, -0.51, -0.59], [-1.35, -1.11, -1.04], [0.66, -0.35, 0.16], [-0.74, 0.04, 0.08], [-0.41, -0.12, -0.54], [-1.68, 1.36, 0.68]], "homo_lumo_gap_ev": 8.1, "de_lowest_kj_mol": 719.1, "smiles": "Cc1[nH][nH][nH]c2cc1-2", "homo_ev": -7.10, "molar_mass_g_mol": 109.13}

***

Record 4
{"formula": "C4H6BrCoO2", "method": "the ωB97M-V functional and the def2-TZVPD basis", "species": ["Co", "Br", "O", "C", "O", "C", "C", "C", "H", "H", "H", "H", "H", "H"], "positions_angstrom": [[3.430017, 0.741824, 2.194852], [1.289263, 0.726039, 3.096905], [1.694474, -1.592718, 0.183111], [0.799499, -0.867125, -0.132487], [0.996685, 0.163650, -0.976208], [-0.231666, 0.917095, -1.207923], [-1.355559, 0.030872, -0.683415], [-0.641902, -0.855058, 0.342643], [-0.309638, 1.179001, -2.255600], [-0.058176, 1.779518, -0.561456], [-1.803404, -0.590071, -1.456343], [-2.137223, 0.630588, -0.222781], [-1.026026, -1.869978, 0.356919], [-0.646345, -0.393636, 1.321782]], "atomic_forces_ev_per_a": [[-2.16, -0.38, 0.49], [2.05, 0.14, -0.68], [0.71, -0.21, 0.57], [-0.71, 0.73, -0.28], [0.08, -0.25, -0.49], [0.52, -0.24, 0.94], [-0.01, -0.03, 0.31], [0.08, -0.11, -0.89], [0.16, 0.06, -0.04], [-0.58, 0.37, -0.39], [0.06, 0.12, -0.15], [-0.09, -0.02, -0.11], [-0.02, -0.01, 0.38], [-0.10, -0.18, 0.34]], "homo_lumo_gap_ev": [6.3, 5.1], "s_squared": 3.76, "de_lowest_kj_mol": 0.0, "multiplicity": 4, "homo_ev": [-13.65, -13.64], "molar_mass_g_mol": 224.93, "charge": 1}

***

Record 5
{"formula": "C24H43N2OP3Ti", "method": "the ωB97M-V functional and the def2-TZVPD basis", "species": ["Ti", "P", "P", "P", "H", "C", "C", "H", "C", "C", "C", "C", "C", "C", "C", "C", "C", "H", "H", "H", "H", "H", "H", "H", "H", "H", "H", "H", "H", "H", "H", "H", "H", "H", "H", "H", "H", "H", "H", "H", "H", "H", "H", "H", "H", "H", "C", "C", "C", "C", "C", "C", "O", "H", "H", "H", "H", "H", "H", "N", "C", "N", "C", "C", "C", "C", "C", "C", "H", "H", "H", "H", "H", "H"], "positions_angstrom": [[-0.017444, -0.296104, -0.391608], [1.074258, -2.630197, -0.507969], [2.296000, 0.587369, -0.338474], [-2.111149, 1.274220, -0.276705], [1.488146, 3.493502, 3.090649], [0.538144, 3.696510, 2.572448], [-0.576937, 3.810834, 3.487257], [-0.404176, 3.660792, 4.550767], [2.288211, -2.970464, -1.829411], [1.780826, -3.472132, 0.950692], [-0.273963, -3.750402, -0.995574], [2.528142, 2.341083, 0.070638], [3.473410, -0.245401, 0.793706], [3.140343, 0.481432, -1.957734], [-2.304003, 2.480197, 1.072906], [-3.670170, 0.334630, -0.132189], [-2.411467, 2.260187, -1.782567], [0.659674, 4.525958, 1.852487], [-1.543640, 4.148895, 3.124634], [2.285573, -4.048047, -2.044817], [3.295998, -2.662921, -1.524391], [2.007221, -2.429397, -2.741249], [2.167441, -4.457530, 0.650009], [0.999850, -3.605487, 1.710741], [2.593198, -2.872220, 1.379494], [0.180765, -4.665347, -1.399846], [-0.905402, -3.293135, -1.769622], [-0.902293, -4.004981, -0.132458], [3.389345, 2.732176, -0.491491], [2.711381, 2.457326, 1.148201], [1.632259, 2.914074, -0.205984], [4.327741, 0.426158, 0.956690], [3.837641, -1.190399, 0.370226], [2.994431, -0.448156, 1.760587], [4.005228, 1.157839, -1.918102], [2.470305, 0.807214, -2.765625], [3.482172, -0.539388, -2.168208], [-3.367615, 2.714065, 1.238337], [-1.756506, 3.402255, 0.834795], [-1.889424, 2.074331, 2.002662], [-4.493539, 0.958012, -0.506461], [-3.867826, 0.067890, 0.912678], [-3.617759, -0.587435, -0.723085], [-3.378251, 2.778180, -1.710554], [-2.415599, 1.609574, -2.666056], [-1.605958, 2.996009, -1.899390], [-0.307722, -0.437557, -3.425374], [-0.707629, -1.547620, -4.191965], [-0.680390, -1.455357, -5.585392], [-0.290955, -0.265471, -6.207563], [0.084957, 0.840440, -5.442321], [0.078709, 0.764183, -4.051118], [-0.290345, -0.514094, -2.068781], [0.386775, 2.594103, 1.789112], [-1.029297, -2.455475, -3.674813], [-0.969361, -2.327529, -6.174526], [-0.280359, -0.200356, -7.294928], [0.386586, 1.774845, -5.918330], [0.348337, 1.621052, -3.427079], [-2.270681, -2.123329, 2.817188], [-1.846460, -1.975184, 1.547315], [-0.841834, -1.091608, 1.492464], [-0.573085, -0.683373, 2.815430], [0.244110, 0.343710, 3.301937], [-0.017671, 0.801521, 4.599111], [-0.978944, 0.185941, 5.417386], [-1.733181, -0.899980, 4.949135], [-1.500260, -1.301431, 3.644545], [-3.011188, -2.740835, 3.138174], [-2.272070, -2.502720, 0.699402], [1.032005, 0.752544, 2.662663], [0.520288, 1.674691, 4.971819], [-1.133547, 0.572420, 6.423885], [-2.481377, -1.425131, 5.541599]], "atomic_forces_ev_per_a": [[-0.83, -0.54, 0.84], [0.48, -1.06, 0.19], [2.12, 0.34, -0.29], [-1.01, 0.77, 0.11], [-0.27, 0.17, -0.27], [0.32, -2.48, -1.82], [-0.10, 0.24, 0.17], [-0.34, 0.11, -0.30], [0.04, 0.44, -0.15], [-0.08, 0.28, 0.14], [-0.51, 0.09, -0.05], [-0.48, 0.52, 0.13], [-0.30, -0.23, 0.21], [-0.29, -0.15, -0.30], [0.25, 0.08, 0.22], [0.16, -0.59, -0.01], [0.42, -0.12, -0.19], [-0.12, -0.41, 0.23], [0.18, 0.00, 0.34], [0.05, 0.29, 0.15], [-0.21, -0.14, -0.09], [0.09, -0.14, 0.09], [-0.12, 0.30, 0.07], [0.23, 0.02, -0.14], [-0.18, -0.28, -0.06], [-0.22, 0.18, 0.16], [0.18, -0.23, 0.20], [0.23, -0.05, -0.25], [-0.24, -0.21, 0.19], [-0.16, 0.00, -0.34], [0.35, 0.03, 0.13], [-0.22, -0.14, -0.11], [-0.12, 0.28, 0.08], [0.20, 0.05, -0.14], [-0.19, -0.26, -0.01], [0.26, -0.09, 0.16], [-0.13, 0.32, 0.04], [0.32, -0.09, -0.23], [-0.17, -0.25, 0.06], [-0.11, 0.07, -0.10], [0.24, -0.16, 0.11], [0.07, 0.09, -0.19], [-0.20, 0.17, 0.01], [0.30, -0.13, 0.07], [-0.05, 0.15, 0.15], [-0.23, -0.06, -0.04], [-0.16, 0.04, -2.23], [0.20, 0.36, 0.44], [-0.03, 0.00, 0.25], [0.01, -0.12, 0.08], [-0.01, 0.02, 0.23], [-0.13, -0.39, 0.40], [0.17, 0.30, 0.75], [0.28, 2.73, 1.72], [0.10, 0.26, -0.38], [0.07, 0.34, 0.13], [0.00, -0.02, 0.29], [-0.12, -0.32, 0.08], [-0.05, -0.18, -0.27], [0.21, -0.21, -0.38], [0.25, 0.37, 1.12], [0.26, -0.51, -1.06], [-0.33, 0.42, -0.24], [-0.11, -0.06, 0.23], [0.46, -0.12, -0.70], [-0.48, -0.66, -0.19], [0.42, 0.35, 0.70], [-0.59, 0.13, -0.38], [0.13, 0.13, -0.20], [0.01, 0.16, 0.26], [-0.32, 0.14, 0.38], [0.00, -0.49, -0.01], [-0.03, -0.18, -0.25], [0.19, 0.35, 0.08]], "homo_lumo_gap_ev": [4.4, 6.1], "s_squared": 0.76, "de_lowest_kj_mol": 33.5, "multiplicity": 2, "homo_ev": [-15.30, -16.99], "molar_mass_g_mol": 516.41, "charge": 3}

***

Number 1: F_max 0.0133 Eh/bohr. Number 2: F_max 0.0849 Eh/bohr. Number 3: F_max 0.0746 Eh/bohr. Number 4: F_max 0.0436 Eh/bohr. Number 5: F_max 0.0629 Eh/bohr.